# 1
C29H46BrN3P2PbS | ωB97M-V/def2-TZVPD

Last column: Löwdin charge in e.
Cartesian coordinates (Å):
C: -3.39 -5.15 4.87  0.06
C: -2.46 -5.23 3.81  -0.18
C: -2.43 -6.45 3.11  0.03
C: -3.39 -7.45 3.37  0.01
N: -4.28 -7.32 4.34  0.31
C: -4.31 -6.20 5.07  0.01
C: -1.57 -4.16 3.32  -0.27
C: -1.48 -3.05 2.66  -0.25
C: -1.53 -2.00 1.70  -0.22
C: -2.12 -0.71 1.85  0.02
C: -1.70 0.36 1.10  -0.12
C: -0.58 0.28 0.13  -0.73
C: -0.39 -1.12 -0.27  -0.14
C: -0.85 -2.18 0.46  -0.09
Pb: 0.54 -3.88 2.78  1.54
P: -0.89 1.42 -1.67  1.12
H: -1.65 -6.65 2.37  0.14
H: -3.41 -4.32 5.58  0.15
H: -3.39 -8.37 2.77  0.17
H: -5.08 -6.15 5.85  0.17
H: -0.68 -3.21 0.09  0.14
H: -2.90 -0.60 2.61  0.15
H: 0.13 -1.33 -1.22  0.08
H: -2.12 1.35 1.27  0.09
C: -0.09 2.69 -2.81  -0.30
C: -0.43 2.81 -4.31  -0.10
H: 0.99 2.50 -2.70  0.08
H: -0.29 3.66 -2.34  0.08
H: -0.02 3.74 -4.73  0.11
H: -0.01 1.99 -4.91  0.09
H: -1.51 2.84 -4.51  0.08
C: -1.37 0.16 -2.92  -0.33
C: -2.70 -0.51 -2.65  -0.11
H: -0.54 -0.57 -3.00  0.07
H: -1.40 0.65 -3.91  0.09
H: -2.75 -1.47 -3.19  0.10
H: -2.89 -0.69 -1.58  0.06
H: -3.52 0.12 -3.03  0.09
C: -2.42 2.33 -1.16  -0.35
C: -3.17 3.21 -2.17  -0.10
H: -2.08 2.94 -0.31  0.08
H: -3.12 1.59 -0.74  0.08
H: -4.06 3.63 -1.67  0.10
H: -2.58 4.07 -2.54  0.08
H: -3.51 2.65 -3.05  0.08
Br: 1.09 1.12 0.79  0.79
P: 3.48 -1.97 -1.78  1.00
C: 2.15 -1.22 -2.86  -0.45
C: 2.58 -1.12 -4.33  -0.15
H: 1.91 -0.23 -2.44  0.04
H: 1.24 -1.84 -2.78  0.05
H: 1.70 -0.98 -4.97  0.07
H: 3.26 -0.28 -4.49  0.08
H: 3.09 -2.04 -4.66  0.08
C: 3.98 -0.56 -0.71  -0.47
C: 5.51 -0.43 -0.66  -0.16
H: 3.53 -0.70 0.28  0.03
H: 3.53 0.35 -1.14  0.04
H: 5.78 0.58 -0.35  0.07
H: 5.95 -1.14 0.05  0.08
H: 5.95 -0.61 -1.65  0.07
C: 2.66 -3.24 -0.74  -0.46
C: 2.78 -4.61 -1.42  -0.16
H: 1.61 -2.95 -0.59  0.01
H: 3.18 -3.22 0.24  0.07
H: 2.53 -5.41 -0.72  0.06
H: 2.09 -4.70 -2.27  0.08
H: 3.80 -4.77 -1.81  0.08
S: -0.50 2.77 3.46  0.89
C: 0.35 4.13 2.94  -0.76
N: 1.61 4.44 3.33  0.06
C: 2.26 5.74 3.16  -0.13
C: 1.21 6.82 2.97  -0.13
C: 0.20 6.42 1.92  -0.13
N: -0.22 5.03 2.09  0.05
H: 2.09 3.71 3.84  0.15
H: 2.91 5.70 2.28  0.14
H: 2.89 5.94 4.03  0.15
H: 1.69 7.76 2.68  0.14
H: 0.70 6.99 3.93  0.14
H: 0.64 6.52 0.92  0.14
H: -0.69 7.05 1.97  0.15
H: -1.13 4.74 1.78  0.12

Results
**Total charge**: +4
**HOMO (spin up / spin down)**: -15.9 / -15.9 eV
**Kohn-Sham gap (spin up / spin down)**: 1.819 / 2.796 eV



# 2
C29H46BrN3P2Pd | ωB97M-V/def2-TZVPD

Last column: Löwdin charge in e.
Cartesian coordinates (Å):
N: -6.03 -1.92 4.70  0.07
C: -5.08 -1.08 5.09  -0.13
C: -4.62 -0.03 4.29  -0.02
C: -5.21 0.16 3.02  -0.23
C: -6.23 -0.74 2.63  -0.01
C: -6.59 -1.76 3.52  -0.13
C: -4.74 1.23 2.15  -0.02
Pd: -0.59 0.90 -1.04  0.44
P: 4.27 0.15 -1.90  0.82
C: -5.28 1.47 0.93  -0.03
C: -4.48 2.17 -0.03  -0.22
C: -4.47 1.66 -1.34  -0.02
C: -3.28 1.84 -2.07  -0.08
C: -2.17 2.28 -1.31  -0.16
C: -2.32 3.22 -0.28  -0.10
C: -3.53 3.13 0.41  -0.03
Br: 1.88 0.58 -1.98  0.46
H: -3.82 1.77 2.44  0.12
H: -6.18 0.97 0.59  0.12
H: -3.81 0.62 4.63  0.11
H: -6.67 -0.72 1.64  0.10
H: -4.61 -1.27 6.06  0.11
H: -7.33 -2.49 3.20  0.11
H: -5.30 1.07 -1.75  0.14
H: -3.66 3.72 1.33  0.13
H: -3.25 1.59 -3.13  0.11
H: -1.57 3.95 0.05  0.11
P: -0.70 -1.47 -0.89  0.86
C: 4.76 1.79 -1.31  -0.38
C: 5.32 2.83 -2.27  -0.12
H: 5.40 1.70 -0.41  0.10
H: 3.81 2.20 -0.94  0.05
H: 5.55 3.72 -1.67  0.10
H: 6.24 2.52 -2.79  0.08
H: 4.58 3.12 -3.04  0.09
C: 4.55 -0.41 -3.58  -0.38
C: 5.51 0.44 -4.40  -0.12
H: 3.58 -0.41 -4.10  0.07
H: 4.88 -1.46 -3.53  0.11
H: 5.54 0.01 -5.41  0.10
H: 5.17 1.48 -4.50  0.07
H: 6.54 0.46 -4.00  0.09
C: 4.88 -1.12 -0.78  -0.34
C: 6.39 -0.93 -0.98  -0.12
H: 4.56 -2.14 -1.05  0.10
H: 4.57 -0.96 0.26  0.10
H: 6.97 -1.59 -0.34  0.10
H: 6.67 -1.14 -2.02  0.08
H: 6.69 0.09 -0.74  0.07
C: 0.36 -2.69 0.03  -0.38
C: 1.65 -3.25 -0.56  -0.13
H: -0.29 -3.55 0.27  0.10
H: 0.61 -2.22 1.00  0.06
H: 1.78 -4.29 -0.23  0.09
H: 1.69 -3.26 -1.65  0.06
H: 2.54 -2.71 -0.21  0.04
C: -0.76 -2.22 -2.55  -0.41
C: -1.83 -1.56 -3.42  -0.15
H: -0.92 -3.31 -2.47  0.10
H: 0.24 -2.06 -2.98  0.06
H: -2.07 -2.21 -4.27  0.09
H: -2.76 -1.38 -2.87  0.06
H: -1.47 -0.60 -3.81  0.06
C: -2.31 -1.66 -0.03  -0.37
C: -2.11 -1.66 1.49  -0.14
H: -2.83 -2.56 -0.40  0.10
H: -2.93 -0.80 -0.31  0.06
H: -3.03 -1.82 2.05  0.08
H: -1.42 -2.44 1.81  0.06
H: -1.68 -0.71 1.83  0.06
C: 0.52 1.95 4.35  0.00
N: 0.86 1.53 3.00  -0.12
C: 1.74 0.51 2.68  -0.03
C: 1.55 0.27 1.34  -0.19
N: 0.55 1.10 0.86  -0.08
C: 0.24 1.93 1.84  -0.12
H: 0.53 1.05 4.99  0.11
H: 1.26 2.67 4.73  0.10
H: -0.49 2.38 4.33  0.10
H: 2.39 0.01 3.39  0.13
H: 2.03 -0.44 0.70  0.04
H: -0.42 2.79 1.75  0.12

Results
**Total charge**: +2
**HOMO (spin up / spin down)**: -12.4 / -12.4 eV
**Kohn-Sham gap (spin up / spin down)**: 5.917 / 5.512 eV
**Multiplicity**: 3



# 3
C29H46F5N3O17P | ωB97M-V/def2-TZVPD

Last column: Löwdin charge in e.
Cartesian coordinates (Å):
C: -0.51 4.02 -2.66  -0.09
C: -0.68 2.99 -1.52  -0.24
C: -0.20 1.62 -1.99  -0.21
C: 0.06 0.64 -0.83  -0.14
N: -0.57 -0.70 -1.04  0.05
C: 0.24 -1.82 -0.91  -0.32
N: 0.37 -2.50 0.31  -0.21
C: 1.34 -1.87 1.24  -0.08
C: 2.32 -2.93 1.69  -0.42
O: 3.18 -3.41 1.02  0.16
F: 2.10 -3.37 2.94  0.12
P: -1.20 -3.02 0.97  0.91
C: -1.19 -4.73 0.31  -0.23
O: -0.79 -3.29 2.51  -0.28
N: 0.89 -2.27 -1.95  0.06
C: 1.73 -3.47 -1.91  -0.11
C: 1.30 -4.53 -2.93  -0.16
C: 1.93 -5.88 -2.57  -0.18
C: 3.42 -5.95 -2.95  -0.14
C: 4.34 -5.90 -1.73  -0.23
O: 5.55 -5.24 -2.06  -0.19
C: 6.02 -4.37 -1.06  -0.10
C: 0.86 -1.56 -3.23  -0.05
C: 2.25 -1.15 -3.71  -0.13
O: 2.77 -2.13 -4.62  -0.03
C: 4.08 -2.48 -4.55  -0.34
O: 4.63 -3.02 -5.47  0.11
H: -0.54 3.49 -3.61  0.07
H: 0.47 4.50 -2.60  0.07
H: -1.31 4.74 -2.69  0.06
H: -0.13 3.31 -0.64  0.11
H: -1.74 2.93 -1.31  0.09
H: -0.96 1.18 -2.64  0.12
H: 0.73 1.74 -2.55  0.11
H: 1.13 0.52 -0.69  0.11
H: -0.38 1.06 0.08  0.13
H: -1.43 -0.82 -0.53  0.10
H: 0.84 -1.41 2.09  0.13
H: 1.95 -1.13 0.73  0.12
H: -0.20 -5.04 -0.03  0.03
H: -1.51 -5.39 1.11  0.05
H: -1.92 -4.80 -0.50  0.04
H: -0.08 -3.93 2.63  0.06
H: 2.77 -3.17 -2.07  0.13
H: 1.69 -3.90 -0.92  0.09
H: 1.57 -4.24 -3.94  0.11
H: 0.21 -4.61 -2.90  0.12
H: 1.80 -6.04 -1.50  0.10
H: 1.35 -6.66 -3.06  0.12
H: 3.59 -6.86 -3.53  0.12
H: 3.68 -5.10 -3.58  0.10
H: 3.84 -5.37 -0.92  0.10
H: 4.56 -6.92 -1.39  0.13
H: 7.00 -4.02 -1.38  0.09
H: 6.10 -4.88 -0.10  0.09
H: 5.35 -3.51 -0.94  0.07
H: 0.39 -2.19 -3.99  0.15
H: 0.25 -0.67 -3.13  0.10
H: 2.92 -1.01 -2.86  0.10
H: 2.19 -0.21 -4.25  0.14
H: 4.61 -2.30 -3.61  0.13
C: -4.92 3.30 0.31  -0.04
C: -6.06 4.24 -0.04  -0.31
O: -5.48 5.04 -1.06  0.14
C: -4.50 4.33 -1.66  -0.55
O: -3.97 4.63 -2.68  0.18
O: -4.20 3.23 -0.93  0.04
F: -6.41 5.00 1.00  0.09
H: -4.29 3.75 1.08  0.15
H: -5.25 2.32 0.63  0.14
H: -6.95 3.74 -0.44  0.18
C: -5.56 7.22 4.40  -0.04
C: -6.36 6.83 5.63  -0.31
O: -7.04 5.67 5.18  0.13
C: -6.29 5.10 4.19  -0.57
O: -6.44 4.00 3.78  0.16
O: -5.34 5.96 3.77  0.06
F: -7.26 7.77 5.98  0.08
H: -6.14 7.86 3.75  0.15
H: -4.61 7.70 4.64  0.14
H: -5.76 6.57 6.50  0.17
C: 6.48 0.57 -3.07  -0.02
C: 6.90 1.43 -1.90  -0.29
O: 5.70 1.46 -1.11  0.15
C: 5.00 0.35 -1.38  -0.57
O: 4.08 -0.06 -0.75  0.14
O: 5.48 -0.27 -2.48  0.04
F: 7.22 2.68 -2.26  0.10
H: 6.03 1.18 -3.86  0.15
H: 7.28 -0.03 -3.49  0.15
H: 7.70 1.01 -1.29  0.18
C: -3.94 1.73 7.58  -0.04
C: -5.04 2.74 7.34  -0.31
O: -4.45 3.60 6.37  0.12
C: -3.53 2.88 5.67  -0.55
O: -3.04 3.22 4.65  0.18
O: -3.27 1.72 6.32  0.07
F: -5.34 3.46 8.45  0.08
H: -3.25 2.09 8.36  0.15
H: -4.30 0.74 7.83  0.14
H: -5.96 2.32 6.93  0.18

Results
**Total charge**: +1
**HOMO**: -11.8 eV
**Kohn-Sham gap**: 8.368 eV



no.,E_tot (eV)
1,-139946.0072
2,-127372.5640
3,-92967.4546